DFT (ωB97M-V/def2-TZVPD) results for the ion C7H9F2O3 with charge -1 in a non-equilibrium geometry.

LUMO ... 3.51 eV
M ... 179.14 g/mol
2S+1 ... 1
SMILES string ... CC/C(O)=C/COC([O-])=C(F)F
Relative energy (zero: lowest compared OMol25 entry of this formula, charge and spin) ... 2.198 eV
E ... -697.54090 hartree
Frontier orbital gap ... 6.50 eV
Net charge ... -1

Last columns: bonded neighbours and bond lengths (Å).
Geometry (Å):
1 F -4.2667 1.3854 0.3579  C9 1.411
2 F -4.1179 -0.6560 1.3744  C9 1.460
3 O 0.3290 0.9930 -0.7909  C7 1.347, H15 0.963
4 O -2.0378 -1.4259 -0.2247  C8 1.466, C11 1.409
5 O -2.1257 0.5014 -1.4619  C11 1.226
6 C 3.0714 1.2266 0.2711  C10 1.562, H13 1.243, H14 1.123, H16 1.090
7 C 0.8417 0.0528 0.0257  O3 1.347, C10 1.527, C12 1.363
8 C -0.7660 -1.6996 -0.8997  O4 1.466, C12 1.528, H20 1.122, H21 1.054
9 C -3.4620 0.2281 0.4154  F1 1.411, F2 1.460, C11 1.355
10 C 1.9051 0.5091 1.0219  C6 1.562, C7 1.527, H18 1.046, H19 1.136
11 C -2.5733 -0.1590 -0.5311  O4 1.409, O5 1.226, C9 1.355
12 C 0.3967 -1.2349 -0.0242  C7 1.363, C8 1.528, H17 1.079
13 H 2.7845 2.1268 -0.5369  C6 1.243
14 H 3.6137 1.6732 1.1474  C6 1.123
15 H -0.6337 1.0216 -0.7906  O3 0.963
16 H 3.7937 0.5713 -0.2158  C6 1.090
17 H 0.8860 -1.9145 0.6566  C12 1.079
18 H 1.4612 1.1404 1.7274  C10 1.046
19 H 2.2269 -0.4978 1.4389  C10 1.136
20 H -0.7453 -1.1241 -1.8626  C8 1.122
21 H -0.5811 -2.7181 -1.0982  C8 1.054